15
Properties=species:S:1:pos:R:3:forces:R:3 method="wB97M-V/def2-TZVPD" homo_lumo_gap_ev=9.335 relative_energy_kcal_mol=12.9 smiles="C/N=c1/ncoc(N)n1" molar_mass_g_mol=126.1
C -1.408 1.682 -1.591 -0.540 -0.553 0.692
N -0.988 0.302 -1.801 0.233 -1.615 1.720
C -0.422 -0.332 -0.817 -1.555 1.116 -1.454
N -0.110 -1.714 -0.985 0.321 0.462 -0.146
C 0.670 -2.219 -0.147 0.099 1.301 0.127
O 1.224 -1.555 0.971 -0.219 -1.973 -1.346
C 0.681 -0.367 1.177 0.551 1.374 0.803
N 1.228 0.187 2.291 -0.239 0.695 0.647
N -0.143 0.244 0.416 0.045 0.260 0.248
H -2.191 1.872 -0.803 0.874 -0.630 -0.343
H -1.853 2.057 -2.491 0.002 0.130 -0.660
H -0.532 2.236 -1.349 0.572 0.972 0.292
H 1.089 -3.175 -0.280 0.304 -1.169 0.279
H 0.937 1.165 2.476 0.529 -1.384 0.103
H 1.818 -0.382 2.933 -0.979 1.013 -0.965